118
Properties=species:S:1:pos:R:3:lowdin_charge:R:1 method="wB97M-V/def2-TZVPD" homo_lumo_gap_ev=2.07 e_homo_ha=-0.1938 e_tot_ha=-9483.20008
O -2.67 -5.34 6.36 -0.159
C 3.86 -1.53 2.18 -0.605
Br 0.01 -2.64 3.43 1.000
H 4.73 0.38 1.56 0.082
H 3.17 6.88 -7.74 0.118
C -0.67 2.27 -4.47 -0.184
H 2.25 2.96 4.16 0.083
C 1.35 -1.31 1.13 -0.218
C 1.11 -0.22 0.04 -0.172
Cl -3.33 3.46 -0.94 -0.265
O 1.16 -3.51 -0.38 -0.188
H -4.23 1.17 -0.07 0.013
H 1.40 -4.26 0.19 -0.224
H 1.98 -1.00 4.12 0.084
C 1.36 -0.28 3.60 -0.211
H -1.46 -2.29 7.18 0.081
H 4.47 1.18 -2.75 0.127
H 3.16 -2.12 0.26 0.103
H -1.60 -1.68 0.33 0.089
C 3.40 0.38 -4.93 -0.096
H -2.79 -3.07 8.02 0.073
O 2.44 5.81 -5.39 0.006
H 1.24 -1.31 -1.90 0.132
H 0.20 2.21 -5.12 0.120
C -3.64 0.70 0.70 -0.084
H -2.59 -3.17 -1.13 0.089
H -5.19 -5.17 5.45 0.085
C -3.85 -5.49 7.12 -0.296
C 1.87 5.37 -6.38 -0.261
H 3.27 -1.03 -1.50 0.109
C 3.48 0.75 -2.61 -0.216
Br 4.86 -3.21 2.70 0.685
C -2.27 1.36 0.79 -0.340
H -1.52 2.48 -5.11 0.114
O -1.35 0.51 0.09 -0.120
H 4.40 0.16 -5.32 0.090
C -0.37 -0.01 2.04 -0.074
Cl -3.66 1.67 -9.07 0.543
N 0.14 2.10 0.74 0.161
C 2.13 0.99 3.34 -0.208
O -1.46 2.51 5.24 -0.080
C 3.40 0.02 -1.26 -0.130
H -1.31 -0.55 2.06 0.130
H 2.15 1.61 -0.58 0.115
H 1.04 2.38 1.13 0.080
H -0.40 -0.99 -1.42 0.118
H -4.99 -3.75 6.47 0.083
C -2.00 0.05 -7.62 -0.667
O -2.65 1.01 4.05 -0.047
H -2.04 1.41 1.84 0.068
C -0.06 0.68 0.67 -0.397
Cl -2.77 -1.48 -8.13 0.532
H 5.83 -0.78 2.21 0.060
H 3.60 -1.14 3.14 0.048
C -1.91 -3.25 7.42 -0.066
H -1.21 -3.83 8.03 0.084
H 5.24 -1.08 0.61 0.075
C -0.49 3.46 -3.56 -0.202
H 2.76 1.56 -2.64 0.117
H -0.07 -0.72 -3.59 0.146
Cs 2.94 -5.23 0.02 1.413
H -5.96 -5.09 7.03 -0.200
H -3.17 3.67 5.20 0.079
H 1.63 7.63 -7.20 0.122
H -1.47 -3.23 1.11 0.085
C -5.07 -4.84 6.48 -0.161
C -2.99 1.17 -7.49 -0.666
H 3.20 0.87 3.49 0.101
H 3.20 1.44 -4.93 0.087
H 4.39 0.15 -0.86 0.089
C 0.61 -0.60 -1.36 -0.151
C 0.16 0.34 -3.46 -0.225
O 0.60 0.60 -2.14 -0.073
H -1.53 -0.14 -6.66 0.059
O -0.14 4.56 -4.42 -0.079
H 0.30 3.27 -2.83 0.117
H 2.65 -0.06 -5.58 0.085
H 0.57 -0.08 4.31 0.117
H -3.52 -0.36 0.47 0.058
C -1.53 -3.34 -1.01 -0.068
O 3.23 -0.19 -3.64 -0.200
H 2.91 0.70 0.70 0.081
H -2.51 2.04 -7.06 0.055
C -2.24 -4.01 6.14 -0.292
B 0.49 -2.51 0.39 -0.481
H -1.40 3.70 -3.03 0.062
C 2.07 6.78 -7.76 -0.248
C 2.39 0.61 -0.25 -0.094
C 2.73 -2.02 1.26 -0.219
O -3.58 2.95 4.69 0.027
H 2.01 1.45 2.37 0.079
H -3.83 0.89 -6.85 0.076
H -1.34 -4.09 5.53 0.061
H -2.98 -3.46 5.55 0.114
H -4.15 0.85 1.65 0.074
H -0.99 -2.95 -1.86 0.066
H 0.97 0.57 -4.15 0.106
H -1.22 0.28 -8.34 0.067
N 0.67 -1.00 2.42 -0.299
H 0.78 5.21 -6.38 0.108
H 2.30 4.49 -6.91 0.119
H -3.71 -5.12 8.14 0.109
C 4.96 -0.67 1.58 -0.154
H 0.68 4.94 -4.11 0.062
C -2.48 2.08 4.65 -0.810
H -1.37 -4.41 -0.91 0.070
H -4.02 -6.56 7.20 0.100
Ca -7.57 -6.10 7.66 0.354
H 0.64 2.29 4.30 0.060
C 1.70 2.05 4.37 -0.062
O 1.49 6.30 -8.72 0.032
H 1.96 1.74 5.37 0.086
O -0.97 1.06 -3.79 -0.046
C -1.07 -2.63 0.30 -0.153
H -2.40 2.48 0.34 -0.077
H 2.47 -3.00 1.67 0.011
H 0.15 2.43 -0.22 0.112
H -0.57 0.79 2.75 0.123